No. 1
Below is the ion C7H13NO3 with charge -2, with properties calculated with wB97M-V/def2-TZVPD.

```
24
Properties=species:S:1:pos:R:3:forces:R:3
C -0.882 1.362 0.274 -0.57 -1.06 3.35
C 0.069 0.240 0.150 2.38 -0.47 -1.40
C 1.492 0.840 0.024 0.75 -0.47 0.15
C 0.024 -0.818 1.291 0.94 1.45 0.12
C -0.423 -0.475 -1.147 -0.22 -1.78 0.12
C 0.408 -1.634 -1.647 0.87 -1.75 -0.18
N -1.798 -1.045 -0.920 -0.91 -0.16 -0.24
O -2.123 -1.847 0.263 0.25 0.02 -0.82
C -0.484 0.488 -2.393 -0.03 -0.25 1.50
O -1.590 0.966 -2.631 -1.34 0.89 -0.83
O 0.604 0.727 -2.943 0.83 0.36 -0.80
H -1.796 0.764 0.343 -0.51 1.20 1.08
H -0.550 1.940 1.170 -0.93 -0.06 -0.36
H -0.997 1.932 -0.576 0.20 1.47 -1.81
H 1.722 1.352 -0.909 -0.47 -0.08 -0.34
H 2.225 -0.011 0.073 -0.29 0.90 0.32
H 1.654 1.629 0.807 0.09 -0.93 -0.08
H 0.979 -1.419 1.261 -1.13 0.14 -0.12
H 0.032 -0.311 2.272 0.04 0.15 -0.01
H -0.992 -1.291 1.085 0.57 -0.92 0.52
H 1.147 -1.323 -2.404 -0.25 -0.08 0.45
H 0.898 -2.290 -0.914 0.21 0.58 0.46
H -0.262 -2.393 -2.083 -0.13 0.57 -0.32
H -2.387 -0.251 -0.755 -0.34 0.25 -0.77
```
Forces are in eV/Å.

The calculation puts the energy above the lowest of the compared OMol25 structures with the same formula, charge and spin at 1.0 kcal per mole. The LUMO energy is 6.39 eV. For the largest force on an atom, the calculation gives 0.0692 Eh/bohr. The SMILES is CC(C)(C)[C@@](C)(N[O-])C(=O)[O-]. As for the charge: -2. As for the HOMO energy: 1.62 eV. Its total energy is -554.83976 hartree. As for the spin multiplicity: 1. The molar mass is 159.2 u. As for the frontier orbital gap: 4.77 eV.

No. 2
Below is an isolated molecule of C7H13NO3, with properties calculated with wB97M-V/def2-TZVPD.

```
24
Properties=species:S:1:pos:R:3:forces:R:3
O -2.013 1.762 0.087 -0.07 2.12 -0.95
C -0.931 0.840 -0.378 -1.27 -0.23 -0.10
C 0.414 1.122 0.262 0.38 2.28 -0.72
C 1.754 1.047 -0.505 2.21 -1.48 -1.80
C 2.245 -0.467 -0.228 1.59 -1.46 0.20
C 0.768 -0.952 0.296 0.93 -3.53 -1.69
O 0.355 -1.062 -1.193 -1.01 -0.07 0.73
C -0.548 -1.707 0.816 2.15 2.44 1.34
C -1.394 -0.497 0.295 -4.82 -0.78 0.47
O -2.494 -1.148 -0.611 -0.38 5.52 1.12
N 0.449 0.106 1.226 0.59 2.16 0.34
H -2.169 2.713 -0.350 1.28 -3.47 0.90
H -0.966 0.815 -1.450 0.10 -0.11 -0.41
H 0.208 2.062 0.655 0.39 1.98 1.07
H 2.643 1.606 -0.139 -1.26 0.46 0.33
H 1.797 1.231 -1.640 -0.71 -0.29 1.67
H 2.607 -1.025 -1.166 -1.02 0.90 1.40
H 3.200 -0.542 0.451 -2.21 0.36 -0.57
H -0.528 -1.539 -1.214 1.40 0.90 -0.40
H -0.564 -1.760 1.926 -0.20 -0.04 -0.87
H -0.928 -2.545 0.384 -0.52 -2.83 -1.36
H -1.976 -0.091 1.142 0.27 -0.49 -0.19
H -3.026 -0.172 -0.653 1.45 -4.23 -0.38
H 1.097 0.202 1.987 0.74 -0.09 -0.13
```
Forces are in eV/Å.

The calculation puts the energy above the lowest of the compared OMol25 structures with the same formula, charge and spin at 195.0 kcal per mole. The LUMO energy is 0.63 eV. For the largest force on an atom, the calculation gives 0.1097 Eh/bohr. The SMILES is O[C@H]1[C@@H]2CC[C@@](O)(C[C@@H]1O)N2. As for the HOMO energy: -9.23 eV. Its total energy is -554.72930 hartree. As for the spin multiplicity: 1. The molar mass is 159.2 u. As for the frontier orbital gap: 9.86 eV.

No. 3
Below is an isolated molecule of C7H13NO6S, with properties calculated with wB97M-V/def2-TZVPD.

```
28
Properties=species:S:1:pos:R:3:forces:R:3
C 4.064 0.854 0.081 -0.63 0.40 0.38
C 2.676 0.043 0.284 3.07 0.19 0.49
O 1.683 0.696 -0.540 -1.51 -1.63 0.91
C 0.409 0.053 -0.468 -2.60 -0.43 -1.01
C -0.850 1.043 -0.183 -0.34 0.72 -0.03
C -1.818 0.458 0.963 0.30 0.47 0.59
C -3.131 1.322 1.185 -0.89 1.76 0.78
N -4.336 0.976 0.364 1.43 -0.62 0.53
O -3.269 2.242 1.999 1.15 -2.59 -2.10
C -0.039 -0.760 -1.804 0.27 -0.52 -1.03
O 0.218 -2.198 -1.614 0.04 0.21 2.57
S 0.052 -2.543 0.005 1.56 -2.95 2.46
O -1.246 -3.173 0.379 2.48 2.97 -1.73
O 1.181 -3.315 0.595 -2.29 2.14 -2.37
O 0.343 -0.989 0.541 -0.43 -0.75 -0.98
H 4.101 1.726 0.827 -0.12 -1.11 -1.26
H 4.113 1.269 -0.985 0.10 -0.69 1.53
H 4.972 0.206 0.329 -1.39 0.72 -0.55
H 2.913 -1.029 -0.032 -0.90 1.35 0.40
H 2.463 0.102 1.405 -0.20 -0.29 -1.66
H -1.486 1.162 -1.132 1.17 -0.17 1.17
H -0.483 2.094 0.083 -0.44 -1.59 -0.17
H -2.168 -0.610 0.730 0.74 1.51 0.35
H -1.205 0.501 1.930 -1.12 -0.32 -1.29
H -4.152 1.185 -0.627 -0.06 -0.15 0.48
H -4.434 -0.052 0.444 -0.03 0.68 -0.37
H -1.162 -0.777 -2.035 1.64 0.84 0.47
H 0.588 -0.488 -2.722 -1.00 -0.15 1.41
```
Forces are in eV/Å.

The calculation puts the energy above the lowest of the compared OMol25 structures with the same formula, charge and spin at 47.3 kcal per mole. The LUMO energy is 0.21 eV. For the largest force on an atom, the calculation gives 0.0824 Eh/bohr. The SMILES is CCO[C@@]1(CCC(N)=O)COS(=O)(=O)O1. As for the HOMO energy: -10.33 eV. Its total energy is -1178.79120 hartree. As for the spin multiplicity: 1. The molar mass is 239.2 u. As for the frontier orbital gap: 10.54 eV.

No. 4
Below is the ion C7H13NOP with charge +1, with properties calculated with wB97M-V/def2-TZVPD.

```
23
Properties=species:S:1:pos:R:3:forces:R:3
C -1.244 1.796 -1.018 -0.57 0.01 1.43
C -1.478 0.904 -0.036 0.82 0.49 -1.63
O -2.045 1.140 1.140 -0.34 0.30 1.13
C -1.082 -0.523 -0.072 0.53 -1.65 -1.09
C -2.022 -1.535 0.542 -0.17 -2.29 -1.91
N 0.037 -0.894 -0.650 0.24 -1.31 -0.33
C 0.624 -2.542 -0.861 -1.70 3.33 1.39
P 1.405 0.351 -1.082 -0.70 -0.92 1.53
C 1.638 0.881 0.500 1.34 -0.34 -4.51
C 2.834 1.737 0.588 -1.75 0.47 4.14
H -1.422 2.869 -0.853 -0.23 -0.58 -0.16
H -0.803 1.528 -1.949 0.17 -0.26 -0.45
H -2.221 2.078 1.241 -0.23 0.27 0.11
H -1.676 -1.898 1.516 0.18 0.11 -0.19
H -3.069 -1.239 0.664 0.48 0.48 -0.12
H -2.058 -2.470 -0.202 0.21 1.89 1.72
H 0.853 -2.823 0.163 -0.10 -0.35 -0.35
H 1.436 -2.432 -1.503 1.94 0.77 -0.44
H 0.004 -3.140 -1.484 -1.53 -0.35 0.35
H 1.007 0.573 1.238 -1.23 -0.53 2.37
H 2.575 2.559 1.356 0.75 -0.47 -1.85
H 3.168 1.936 -0.380 0.94 1.15 -1.25
H 3.537 1.144 1.143 0.92 -0.22 0.10
```
Forces are in eV/Å.

The calculation puts the energy above the lowest of the compared OMol25 structures with the same formula, charge and spin at 44.5 kcal per mole. The LUMO energy is -4.24 eV. For the largest force on an atom, the calculation gives 0.0917 Eh/bohr. The SMILES is C=C(O)/C(C)=[N+](C)\P=C\C. As for the charge: +1. As for the HOMO energy: -12.38 eV. Its total energy is -745.50438 hartree. As for the spin multiplicity: 1. The molar mass is 158.2 u. As for the frontier orbital gap: 8.14 eV.

No. 5
Below is a cluster of 2 separate species, C7H13NOSi in total, with properties calculated with wB97M-V/def2-TZVPD.

```
23
Properties=species:S:1:pos:R:3:forces:R:3
C -0.173 -2.429 -3.042 -0.12 -0.51 -0.49
C 0.068 -1.699 -2.129 0.25 3.22 3.86
C 0.403 -0.338 -0.552 -0.40 -2.23 -2.64
C 3.707 0.674 -0.223 0.37 -0.25 -0.32
C -2.564 -0.956 0.078 0.64 0.35 0.10
C -1.414 1.987 0.126 0.20 -0.70 0.03
C -0.508 -0.076 2.318 -0.09 0.09 -0.69
N 1.610 -0.128 -0.668 1.68 -0.16 -0.65
O 2.339 0.724 0.135 -1.52 0.09 0.49
Si -1.083 0.149 0.507 -0.70 0.27 0.52
H -0.359 -3.111 -3.824 -0.05 -0.22 -0.34
H 4.187 1.467 0.347 -0.07 -0.02 0.00
H 3.839 0.849 -1.294 -0.06 0.02 0.11
H 4.146 -0.292 0.040 -0.07 0.09 -0.01
H -2.444 -1.956 0.487 0.10 -0.12 0.06
H -3.486 -0.543 0.478 -0.09 0.15 0.14
H -2.681 -1.054 -0.997 0.06 0.02 -0.19
H -0.505 2.573 0.230 0.17 0.01 0.06
H -1.776 2.125 -0.889 -0.07 -0.05 -0.16
H -2.153 2.403 0.804 -0.15 -0.02 0.16
H -1.316 -0.421 2.956 -0.20 -0.04 0.02
H 0.296 -0.805 2.379 0.07 -0.13 -0.02
H -0.132 0.856 2.731 0.05 0.15 -0.02
```
Forces are in eV/Å.

The calculation puts the energy above the lowest of the compared OMol25 structures with the same formula, charge and spin at 135.2 kcal per mole. The LUMO energy is 0.49 eV. For the largest force on an atom, the calculation gives 0.0979 Eh/bohr. As for the HOMO energy: -9.52 eV. Its total energy is -693.79975 hartree. As for the spin multiplicity: 1. The molar mass is 155.3 u. As for the frontier orbital gap: 10.01 eV.

No. 6
Below is a cluster of 2 separate species, C7H13O5P in total, with properties calculated with wB97M-V/def2-TZVPD.

```
26
Properties=species:S:1:pos:R:3:forces:R:3
C 2.176 -0.505 -3.218 -2.09 4.40 0.60
C 2.290 -0.071 -1.835 1.51 -0.97 2.88
O 2.880 1.167 -1.507 -0.25 -1.20 -0.20
C 2.324 2.275 -1.991 0.09 -0.08 -1.54
O 1.660 2.343 -2.991 -0.14 0.11 0.71
P 2.084 -1.084 -0.460 -0.14 0.82 -1.20
O 2.475 -0.054 0.755 -0.18 -0.97 0.30
H 1.237 0.023 -3.515 0.85 -0.66 -0.90
H 2.105 -1.485 -3.242 -0.92 -4.87 -0.12
H 3.011 -0.284 -3.800 1.29 1.02 -1.10
H 2.712 3.058 -1.394 0.11 1.42 0.45
H 3.302 0.368 0.532 0.35 0.70 0.03
C -2.120 -1.615 1.634 -1.35 0.01 3.59
C -2.188 -0.137 2.036 1.35 -1.92 -2.18
C -0.962 0.564 1.452 3.16 -3.01 3.49
O -0.885 0.418 0.027 -1.37 0.26 1.15
C -0.096 1.267 -0.581 1.10 1.60 0.82
O 0.676 2.033 -0.037 -0.86 -0.50 -0.37
H -3.084 -2.164 1.581 0.64 0.43 0.15
H -1.567 -1.749 0.810 1.52 -0.42 -3.54
H -1.459 -2.030 2.402 -0.39 -0.64 0.16
H -2.421 -0.130 3.071 0.49 0.89 0.99
H -2.951 0.296 1.509 -2.55 1.25 -1.08
H -0.882 1.511 1.925 0.03 1.55 -0.89
H 0.042 0.039 1.912 -2.23 1.00 -1.20
H -0.256 1.253 -1.636 -0.02 -0.21 -1.00
```
Forces are in eV/Å.

The calculation puts the energy above the lowest of the compared OMol25 structures with the same formula, charge and spin at 50.8 kcal per mole. The LUMO energy is 0.33 eV. For the largest force on an atom, the calculation gives 0.1086 Eh/bohr. The SMILES is C/C(OC=O)=P/O.CCCOC=O. As for the HOMO energy: -8.67 eV. Its total energy is -991.99554 hartree. As for the spin multiplicity: 1. The molar mass is 208.2 u. As for the frontier orbital gap: 9.01 eV.

Repeat the fourth record exactly.
Below is the ion C7H13NOP with charge +1, with properties calculated with wB97M-V/def2-TZVPD.

```
23
Properties=species:S:1:pos:R:3:forces:R:3
C -1.244 1.796 -1.018 -0.57 0.01 1.43
C -1.478 0.904 -0.036 0.82 0.49 -1.63
O -2.045 1.140 1.140 -0.34 0.30 1.13
C -1.082 -0.523 -0.072 0.53 -1.65 -1.09
C -2.022 -1.535 0.542 -0.17 -2.29 -1.91
N 0.037 -0.894 -0.650 0.24 -1.31 -0.33
C 0.624 -2.542 -0.861 -1.70 3.33 1.39
P 1.405 0.351 -1.082 -0.70 -0.92 1.53
C 1.638 0.881 0.500 1.34 -0.34 -4.51
C 2.834 1.737 0.588 -1.75 0.47 4.14
H -1.422 2.869 -0.853 -0.23 -0.58 -0.16
H -0.803 1.528 -1.949 0.17 -0.26 -0.45
H -2.221 2.078 1.241 -0.23 0.27 0.11
H -1.676 -1.898 1.516 0.18 0.11 -0.19
H -3.069 -1.239 0.664 0.48 0.48 -0.12
H -2.058 -2.470 -0.202 0.21 1.89 1.72
H 0.853 -2.823 0.163 -0.10 -0.35 -0.35
H 1.436 -2.432 -1.503 1.94 0.77 -0.44
H 0.004 -3.140 -1.484 -1.53 -0.35 0.35
H 1.007 0.573 1.238 -1.23 -0.53 2.37
H 2.575 2.559 1.356 0.75 -0.47 -1.85
H 3.168 1.936 -0.380 0.94 1.15 -1.25
H 3.537 1.144 1.143 0.92 -0.22 0.10
```
Forces are in eV/Å.

The calculation puts the energy above the lowest of the compared OMol25 structures with the same formula, charge and spin at 44.5 kcal per mole. The LUMO energy is -4.24 eV. For the largest force on an atom, the calculation gives 0.0917 Eh/bohr. The SMILES is C=C(O)/C(C)=[N+](C)\P=C\C. As for the charge: +1. As for the HOMO energy: -12.38 eV. Its total energy is -745.50438 hartree. As for the spin multiplicity: 1. The molar mass is 158.2 u. As for the frontier orbital gap: 8.14 eV.

Which formula does entry 2 have?
C7H13NO3

Which value of largest force on an atom does entry 4 give?
0.0917 Eh/bohr